{"formula": "C36H75BF9NO7P", "method": "ωB97M-V/def2-TZVPD", "e_homo_ha": -0.1653, "total_charge": -1, "lumo_energy_ha": 0.084, "gap_ev": 6.78, "species": ["C", "C", "C", "C", "C", "C", "C", "P", "N", "C", "C", "C", "C", "C", "O", "C", "C", "O", "C", "B", "O", "O", "C", "C", "C", "C", "C", "C", "F", "F", "C", "F", "F", "C", "F", "F", "C", "F", "F", "F", "H", "H", "H", "H", "H", "H", "H", "H", "H", "H", "H", "H", "H", "H", "H", "H", "H", "H", "H", "H", "H", "H", "H", "H", "H", "H", "H", "H", "H", "H", "H", "H", "H", "H", "H", "H", "H", "H", "H", "H", "H", "H", "H", "H", "H", "C", "C", "O", "C", "C", "H", "H", "H", "H", "H", "H", "H", "H", "H", "H", "C", "C", "O", "C", "C", "H", "H", "H", "H", "H", "H", "H", "H", "H", "H", "C", "C", "O", "C", "C", "H", "H", "H", "H", "H", "H", "H", "H", "H", "H"], "xyz": [[-7.5981, 1.8561, -0.8233], [-6.7349, 0.5850, -0.7400], [-6.5149, 0.1133, 0.7099], [-5.1673, -0.6198, 0.9255], [-4.2390, 0.0447, 1.9487], [-2.7362, -0.1313, 1.6261], [-2.2643, -1.5509, 1.9871], [-0.4333, -2.1125, 1.8665], [1.3275, -2.5720, 1.8215], [0.0928, -0.4758, 0.9591], [0.3233, 0.8887, 1.6560], [-0.0455, 2.1001, 0.7541], [-0.7359, 3.2128, 1.5571], [-0.6568, 4.6237, 0.9525], [-0.3253, 4.6030, -0.4426], [0.1951, 5.7144, -1.0076], [1.3692, 6.3849, -0.3416], [-0.2082, 6.0815, -2.0924], [-0.7072, -2.9361, 0.0896], [-1.0539, -2.0792, -1.1548], [-2.2890, -1.4554, -1.2968], [-0.1686, -1.9206, -2.2596], [-0.9008, -3.8525, 2.6858], [-0.1465, -5.0725, 2.1082], [-2.3831, -4.2782, 2.8683], [-3.3326, -4.6420, 1.7110], [-3.4256, -6.1509, 1.3742], [0.0366, -1.4351, 3.7554], [0.6487, -2.4773, 4.4646], [1.0104, -0.4448, 3.7947], [-0.9860, -0.9529, 4.7999], [-1.8261, -1.9777, 5.1396], [-1.7622, 0.0518, 4.3027], [-0.4033, -0.3808, 6.1430], [-0.1603, 0.9490, 5.9901], [0.7357, -0.9587, 6.5558], [-1.4051, -0.5143, 7.3289], [-0.9814, 0.2759, 8.3375], [-2.6374, -0.1250, 7.0023], [-1.4481, -1.7646, 7.7955], [-6.9593, 2.7370, -0.7304], [-8.3149, 1.8961, -0.0022], [-8.1238, 1.9252, -1.7764], [-5.7699, 0.7932, -1.2058], [-7.2138, -0.2087, -1.3168], [-7.3186, -0.5936, 0.9317], [-6.5834, 0.9757, 1.3742], [-5.3393, -1.6650, 1.1905], [-4.6412, -0.6448, -0.0338], [-4.4473, -0.3292, 2.9560], [-4.4455, 1.1227, 1.9738], [-2.6564, 0.0655, 0.5567], [-2.2178, 0.6667, 2.1524], [-2.7208, -1.7459, 2.9540], [-2.7765, -2.1695, 1.2474], [1.9787, -1.8114, 1.9551], [1.6296, -3.3308, 2.4182], [-0.6573, -0.2407, 0.2038], [0.9823, -0.6839, 0.3559], [1.3880, 1.0125, 1.8672], [-0.2304, 1.0078, 2.5825], [0.8550, 2.5040, 0.2839], [-0.7188, 1.8002, -0.0509], [-1.7862, 2.9412, 1.6654], [-0.2931, 3.2549, 2.5534], [0.0589, 5.2152, 1.5217], [-1.6244, 5.1216, 1.0637], [1.5069, 7.3476, -0.8274], [2.2615, 5.7751, -0.4851], [1.2353, 6.5570, 0.7224], [-1.5217, -3.6662, 0.0936], [0.1941, -3.4822, -0.1946], [-2.3819, -1.1346, -2.1983], [-0.4590, -2.4842, -2.9807], [-0.6074, -3.8477, 3.7346], [0.7847, -4.8443, 1.6006], [-0.7641, -5.5874, 1.3656], [0.0504, -5.8079, 2.8962], [-2.3163, -5.2200, 3.4417], [-2.9052, -3.6378, 3.5799], [-4.3402, -4.3499, 2.0294], [-3.1852, -4.0891, 0.7871], [-2.6135, -6.7025, 1.8554], [-3.3367, -6.3412, 0.3047], [-4.3476, -6.5886, 1.7615], [6.9517, -5.4796, 0.4035], [5.4855, -5.2675, 0.0572], [4.6926, -4.8405, 1.1422], [5.0558, -3.5992, 1.7208], [4.9844, -2.4260, 0.7591], [7.0469, -6.1467, 1.2615], [7.4758, -5.9222, -0.4449], [7.4522, -4.5420, 0.6498], [5.0452, -6.2133, -0.2605], [5.3909, -4.5751, -0.7877], [6.0510, -3.6710, 2.1783], [4.3469, -3.4414, 2.5333], [5.7342, -2.5010, -0.0320], [5.1589, -1.4918, 1.2944], [3.9993, -2.3845, 0.2915], [1.9921, 4.4311, -7.7539], [0.6148, 3.8288, -7.5221], [0.4015, 3.3477, -6.2129], [0.5389, 4.2997, -5.1679], [-0.4154, 5.4746, -5.2426], [2.7697, 3.7328, -7.4401], [2.1299, 4.6574, -8.8121], [2.1287, 5.3569, -7.1928], [0.4813, 2.9556, -8.1620], [-0.1607, 4.5526, -7.8018], [1.5746, 4.6599, -5.1179], [0.3576, 3.7385, -4.2516], [-0.2092, 6.1104, -6.1080], [-0.2984, 6.0691, -4.3370], [-1.4495, 5.1345, -5.3142], [3.6115, 1.0158, -2.3350], [3.2279, 2.4600, -2.5955], [4.3311, 3.3580, -2.6153], [5.3026, 3.1042, -3.6093], [4.7595, 3.1810, -5.0259], [4.2109, 0.9385, -1.4264], [2.7171, 0.4072, -2.2141], [4.1895, 0.5903, -3.1575], [2.5857, 2.8190, -1.7927], [2.6493, 2.5430, -3.5222], [5.7921, 2.1377, -3.4397], [6.0650, 3.8716, -3.4662], [4.0504, 2.3781, -5.2319], [5.5707, 3.1032, -5.7513], [4.2394, 4.1285, -5.1769]], "forces_ev_per_angstrom": [[0.323, -0.124, 0.026], [-0.177, 0.346, 0.174], [0.251, -0.564, -0.411], [-0.030, 0.176, -0.171], [0.273, 0.150, -0.087], [-0.681, 0.106, 0.168], [-0.285, 0.733, -0.642], [-0.069, -0.574, -1.041], [0.312, -0.326, -0.061], [0.222, 0.868, 0.106], [0.110, 0.393, -0.761], [0.013, 0.046, 0.206], [0.058, -0.015, -0.442], [-0.082, -0.135, 0.571], [-0.124, 0.317, -0.060], [-0.272, 0.049, -0.869], [-0.109, 0.325, 0.071], [0.306, -0.374, 0.877], [0.045, 0.274, -0.675], [0.075, 0.330, 0.042], [-0.054, -0.463, -0.069], [-0.202, -0.195, 0.202], [-0.169, -0.379, 0.316], [-0.359, -0.160, -0.383], [-0.047, -0.704, 0.292], [-0.688, -0.185, -0.095], [0.484, 0.042, 0.333], [0.338, -0.106, 1.021], [0.119, 0.236, -0.026], [-0.027, -0.109, -0.078], [-0.339, 0.136, 0.039], [0.283, 0.224, -0.077], [0.221, -0.216, 0.269], [-0.224, 0.346, 0.027], [-0.047, -0.356, 0.008], [-0.095, -0.043, -0.142], [0.183, 0.158, 0.325], [-0.096, -0.163, -0.159], [0.105, -0.039, -0.016], [-0.048, 0.156, -0.116], [-0.074, 0.042, 0.037], [-0.169, -0.056, -0.107], [-0.061, 0.057, 0.049], [0.013, -0.080, -0.062], [0.137, -0.085, -0.019], [-0.185, 0.317, 0.313], [-0.072, -0.045, 0.138], [0.020, 0.003, 0.037], [0.047, -0.068, 0.032], [-0.028, 0.039, 0.045], [-0.093, -0.027, -0.070], [0.266, -0.021, -0.001], [0.201, -0.163, 0.001], [0.202, -0.278, 0.048], [-0.026, -0.218, 0.265], [-0.199, 0.227, 0.092], [-0.150, 0.106, 0.125], [-0.296, -0.393, 0.155], [0.054, -0.241, 0.127], [-0.091, -0.110, 0.441], [0.057, -0.193, 0.054], [-0.005, -0.077, -0.081], [0.074, -0.036, -0.078], [0.001, -0.059, 0.172], [-0.077, 0.017, 0.070], [0.191, -0.018, -0.165], [0.026, 0.040, -0.150], [0.095, -0.060, -0.035], [-0.025, -0.078, -0.005], [0.019, -0.087, 0.027], [0.025, -0.027, 0.408], [0.031, 0.003, 0.303], [0.033, 0.280, -0.001], [0.133, 0.069, -0.196], [0.169, 0.357, -0.189], [0.069, 0.055, 0.074], [0.072, 0.058, -0.055], [0.037, 0.035, 0.020], [0.073, 0.031, -0.007], [0.139, 0.299, -0.261], [0.072, 0.139, -0.018], [0.230, 0.096, 0.114], [0.001, 0.027, -0.066], [-0.192, -0.039, -0.040], [-0.064, -0.002, -0.197], [-0.001, 0.068, 0.066], [0.009, -0.015, -0.094], [-0.014, -0.080, 0.089], [-0.024, 0.121, 0.079], [0.017, -0.084, -0.167], [-0.001, -0.028, -0.012], [-0.009, -0.017, -0.008], [0.007, 0.005, -0.031], [-0.027, -0.003, 0.017], [0.026, 0.014, 0.006], [0.019, 0.030, -0.041], [-0.055, -0.071, -0.023], [0.030, 0.041, 0.032], [-0.017, -0.002, 0.030], [-0.039, 0.013, 0.064], [0.024, -0.010, 0.143], [-0.035, 0.031, -0.080], [0.019, -0.076, 0.010], [0.069, 0.008, 0.114], [0.059, 0.061, -0.175], [0.009, -0.018, -0.033], [-0.015, -0.012, -0.011], [-0.009, 0.019, -0.036], [0.004, 0.003, -0.019], [-0.003, 0.021, 0.026], [-0.009, 0.002, -0.006], [-0.023, -0.016, -0.005], [0.013, 0.010, 0.030], [-0.093, -0.014, -0.095], [0.003, -0.026, 0.058], [0.137, 0.006, -0.029], [-0.099, -0.058, -0.012], [0.000, 0.058, 0.049], [0.088, 0.012, -0.045], [-0.130, -0.028, -0.001], [-0.030, -0.010, 0.025], [-0.075, -0.020, 0.032], [-0.029, -0.008, -0.019], [-0.011, 0.043, 0.052], [0.021, -0.008, -0.011], [-0.043, -0.019, -0.004], [-0.020, 0.018, 0.030], [0.023, -0.022, -0.024], [0.024, 0.019, 0.019], [0.033, 0.024, -0.028]], "mulliken_charge": [-1.36, -0.21, -1.00, 0.07, -1.53, 0.13, -1.60, 4.00, -0.88, -2.44, -0.37, -0.20, -0.57, -0.60, -0.08, 0.62, -1.01, -0.62, -0.98, 0.62, -0.47, -0.72, 0.96, -2.12, -1.28, -0.35, -1.67, 0.40, -0.42, -0.36, 0.53, -0.41, -0.36, 0.64, -0.31, -0.28, 0.60, -0.29, -0.24, -0.24, 0.31, 0.34, 0.38, 0.31, 0.36, 0.31, 0.47, 0.14, 0.03, 0.37, 0.48, 0.36, -0.56, 0.90, 0.30, 0.25, 0.28, -0.19, 1.10, 0.72, -0.13, 0.12, 0.20, 0.00, 0.31, 0.31, 0.25, 0.33, 0.23, 0.42, 0.37, -0.14, 0.25, 0.26, 0.35, 0.34, 0.28, 0.36, 0.84, 0.08, 0.46, 0.12, 0.37, 0.34, 0.38, -1.05, -0.33, -0.41, -0.44, -1.13, 0.28, 0.39, 0.26, 0.34, 0.31, 0.35, 0.28, 0.39, 0.44, 0.29, -0.89, -0.33, -0.46, 0.28, -1.25, 0.13, 0.42, 0.26, 0.35, 0.30, -0.06, 0.29, 0.31, 0.39, 0.32, -1.29, 0.74, -0.46, -0.46, -0.89, 0.31, 0.38, 0.34, -0.09, -0.17, 0.30, 0.35, 0.26, 0.48, 0.18]}